# 1
Entry from the Open Molecules 2025 dataset: a 2-piece molecular cluster, C5H9N3 overall (wB97M-V/def2-TZVPD).

Calculated values
- Relative energy (zero: lowest compared OMol25 entry of this formula, charge and spin): 570.1 kJ/mol
- Total charge: 0
- Kohn-Sham gap: 0.3000 hartree

Last column: natural (NBO) charge in e.
Element x y z (Å)
N1 0.1547 -0.8796 -0.4662  -0.539
N2 -2.2972 -0.6074 0.9026  -0.850
N3 -0.2897 1.2862 0.0667  -0.615
C1 1.3799 -0.3717 -0.1403  0.155
C2 -2.1056 -0.3025 -0.6030  -0.277
C3 2.5298 -1.0748 0.2383  -0.497
C4 1.2292 1.2059 0.1869  -0.297
C5 -0.7150 0.1684 -0.4796  0.453
H1 -2.1641 -1.6161 0.9938  0.395
H2 -2.2000 -1.1917 -1.2503  0.239
H3 1.4589 1.1642 1.2914  0.237
H4 -2.7370 0.4232 -1.1093  0.188
H5 1.9910 2.0581 -0.4052  0.241
H6 -0.9008 2.0783 -0.4536  0.406
H7 2.5428 -2.1172 -0.0416  0.199
H8 3.8175 -0.4600 -0.2127  0.159
H9 -1.6945 0.2367 1.4821  0.403

Atomic forces in eV per Å
N -0.76 2.04 -0.72
N -0.17 3.40 -0.60
N -0.94 4.74 -2.31
C 2.49 0.96 1.30
C -0.10 0.37 1.09
C 1.85 2.80 -3.48
C 1.25 -0.10 -0.13
C 2.32 -6.44 -0.23
H 0.78 0.89 0.78
H 0.48 0.20 0.76
H -0.15 0.88 -1.28
H -0.70 0.42 0.83
H -2.74 -2.60 1.60
H 2.56 -1.44 1.97
H 0.08 -0.23 0.26
H -4.15 -1.69 1.98
H -2.12 -4.20 -1.81

=====

# 2
Entry from the Open Molecules 2025 dataset: one molecule with the formula C5H5FO2 (wB97M-V/def2-TZVPD).

Calculated values
- Relative energy (zero: lowest compared OMol25 entry of this formula, charge and spin): 735.4 kJ/mol
- Total charge: 0
- Kohn-Sham gap: 0.2403 hartree

Last column: natural (NBO) charge in e.
Element x y z (Å)
F1 3.2492 1.2191 -0.2702  -0.327
O1 -1.5387 -1.7097 -0.3483  -0.549
O2 0.8130 -1.4976 0.2850  -0.458
C1 -0.3334 -1.0069 -0.0729  0.545
C2 -1.2825 -0.1995 -0.4023  0.107
C3 1.9021 -0.5219 0.5334  -0.292
C4 2.3633 0.2735 -0.6489  0.440
C5 -2.1977 0.9322 -0.4009  -0.671
H1 1.4554 0.0583 1.3653  0.232
H2 -2.4215 1.4776 -1.3578  0.235
H3 2.7912 -1.0824 0.9061  0.257
H4 -1.6885 1.4812 0.4260  0.242
H5 -3.1120 0.5760 -0.0146  0.240

Atomic forces in eV per Å
F -1.23 -1.52 0.33
O 0.49 -0.87 0.06
O 1.97 0.14 -0.50
C -2.00 0.90 -0.58
C 1.36 -0.39 -0.36
C -0.85 0.00 1.07
C 0.19 0.52 -0.44
C 1.43 0.68 0.27
H 0.79 0.36 -0.24
H 0.70 -0.45 0.93
H -0.68 0.11 -0.19
H -0.92 0.87 -0.91
H -1.24 -0.35 0.55

=====

# 3
Entry from the Open Molecules 2025 dataset: C11H20BiI2N3O as an isolated structure (wB97M-V/def2-TZVPD).

Calculated values
- Total charge: -2
- Kohn-Sham gap (alpha / beta): 0.1579 / 0.0661 hartree

Last column: natural (NBO) charge in e.
Element x y z (Å)
Bi1 0.0000 0.0000 0.0000  1.360
I1 2.6463 -0.4921 0.2262  -0.646
I2 -2.6823 -0.1746 0.0420  -0.633
O1 -0.6897 2.7060 -0.1258  -0.552
N1 0.0000 0.0000 2.0000  -1.090
N2 -0.0801 -1.8445 -2.4373  -0.354
N3 -0.5318 0.1457 -3.1150  -0.368
C1 -1.2579 -0.7253 3.9661  -0.616
C2 -0.1686 -0.5515 -1.9930  0.052
C3 -0.3793 -1.9448 -3.7870  -0.480
C4 0.0000 0.0000 3.4701  0.073
C5 1.4771 2.3476 -1.0697  -0.767
C6 -0.8714 1.5669 -3.1615  -0.540
C7 1.2566 -0.7258 3.9688  -0.616
C8 0.0000 1.4523 3.9649  -0.605
C9 -0.6569 -0.6891 -4.2156  -0.117
C10 0.1741 1.9082 -0.4032  0.209
C11 0.1038 -3.0075 -1.5730  -0.443
H1 -1.4388 1.7516 -4.0754  0.205
H2 2.2125 2.4972 -0.2719  0.257
H3 1.3062 3.2931 -1.5943  0.206
H4 0.6412 -3.7792 -2.1279  0.201
H5 2.1713 -0.2129 3.6012  0.214
H6 1.2717 -1.7728 3.5965  0.204
H7 -0.3675 -2.8883 -4.3085  0.206
H8 -0.9000 1.9874 3.5922  0.213
H9 0.9004 1.9871 3.5928  0.204
H10 -0.0005 1.4888 5.0757  0.170
H11 0.0303 2.1841 -3.1618  0.201
H12 1.8783 1.5794 -1.7294  0.241
H13 -0.8713 -3.3897 -1.2549  0.213
H14 -0.9292 -0.3141 -5.1892  0.169
H15 -1.2721 -1.7726 3.5944  0.202
H16 -1.4982 1.8035 -2.3019  0.245
H17 1.2845 -0.7441 5.0797  0.158
H18 -2.1716 -0.2128 3.5949  0.216
H19 0.6952 -2.7081 -0.7060  0.249
H20 -1.2887 -0.7430 5.0770  0.158

Atomic forces in eV per Å
Bi -0.74 -6.87 5.96
I 4.16 -0.83 -0.22
I -3.68 -0.02 -0.46
O 0.00 0.53 0.10
N 0.06 2.41 4.51
N -0.18 0.63 0.13
N 0.06 -0.65 -0.25
C -0.42 -0.12 0.45
C -0.66 -1.43 -7.86
C 0.01 0.45 0.29
C -0.08 -1.11 -1.79
C -0.24 0.68 0.21
C 0.04 -0.22 -0.06
C 0.41 -0.13 0.46
C -0.04 0.44 -0.07
C 0.09 -0.09 0.38
C 1.12 6.46 -1.63
C 0.12 0.14 -0.01
H 0.06 -0.07 0.11
H -0.03 -0.03 -0.14
H 0.03 -0.06 0.06
H -0.04 0.11 0.01
H -0.57 -0.31 0.13
H -0.02 0.63 0.16
H -0.01 0.12 0.07
H 0.52 -0.34 0.15
H -0.49 -0.34 0.17
H 0.01 -0.02 -0.39
H -0.16 -0.10 -0.03
H 0.03 0.06 -0.03
H 0.13 0.10 0.00
H 0.01 -0.08 0.07
H 0.03 0.62 0.17
H -0.01 0.03 -0.14
H 0.09 -0.08 -0.27
H 0.57 -0.30 0.13
H -0.07 -0.14 -0.08
H -0.10 -0.08 -0.28

=====

no.,F_max (eV/A)
1,6.85
2,2.27
3,9.13